{"formula": "C23H28N4O5OsS", "method": "ωB97M-V/def2-TZVPD", "symbols": ["Os", "C", "O", "C", "C", "C", "C", "C", "C", "O", "C", "O", "C", "H", "H", "H", "H", "H", "H", "H", "H", "H", "S", "C", "C", "O", "H", "H", "H", "N", "C", "N", "C", "C", "C", "C", "C", "H", "H", "H", "H", "H", "H", "H", "H", "H", "H", "N", "C", "O", "C", "C", "C", "N", "C", "C", "H", "H", "H", "H", "H", "H"], "coordinates": [[0.8449, -0.7496, -1.0226], [-4.7041, -3.9215, 2.1736], [-3.8234, -4.9395, 1.7429], [-2.6527, -4.6184, 1.1755], [-1.8536, -5.7143, 0.7626], [-0.6327, -5.5008, 0.1917], [-0.0971, -4.2088, 0.0179], [1.2257, -4.0096, -0.5145], [1.9907, -5.2162, -1.0028], [1.7867, -2.9033, -0.5992], [-0.9042, -3.0808, 0.4211], [-0.5464, -1.8558, 0.3272], [-2.1843, -3.3387, 0.9753], [-5.5567, -4.4371, 2.6153], [-5.0405, -3.3103, 1.3316], [-4.2355, -3.2815, 2.9263], [-2.2366, -6.7096, 0.9175], [-0.0539, -6.3588, -0.1078], [2.1425, -5.9228, -0.1892], [2.9567, -4.8871, -1.3789], [1.4452, -5.7168, -1.8011], [-2.7580, -2.4690, 1.2528], [-0.6989, -3.1397, -2.8467], [-0.1054, -1.7385, -2.5460], [3.9376, -0.6954, -0.3681], [2.8593, -0.2039, -1.0387], [3.7020, -0.9280, 0.6828], [4.7430, 0.0554, -0.3806], [4.3150, -1.6086, -0.8516], [0.3312, 0.7714, 0.4958], [0.1800, 1.4784, 1.4019], [0.0155, 2.3075, 2.3631], [-0.2865, 3.7083, 2.1094], [-1.6396, 4.0473, 2.7280], [-1.6228, 3.7237, 4.2186], [-1.2620, 2.2573, 4.4453], [0.0541, 1.8985, 3.7576], [-0.2934, 3.8862, 1.0309], [0.5039, 4.3171, 2.5653], [-2.4163, 3.4603, 2.2346], [-1.8595, 5.1028, 2.5685], [-2.6059, 3.9205, 4.6427], [-0.9036, 4.3689, 4.7251], [-2.0603, 1.6250, 4.0533], [-1.1651, 2.0573, 5.5122], [0.2287, 0.8215, 3.8019], [0.8921, 2.4166, 4.2392], [1.6135, 5.7125, -4.8163], [1.7570, 4.4404, -5.2405], [2.0993, 4.1634, -6.3662], [1.4505, 3.3546, -4.2427], [0.9876, 3.5477, -2.9469], [0.6933, 2.4390, -2.1733], [0.8421, 1.1902, -2.5955], [1.3109, 0.9961, -3.8242], [1.6141, 2.0418, -4.6770], [1.7737, 6.4511, -5.4823], [1.3248, 5.9662, -3.8895], [0.8394, 4.5300, -2.5271], [0.3232, 2.5598, -1.1655], [1.4458, -0.0303, -4.1314], [1.9690, 1.8779, -5.6811]], "forces_ev_per_a": [[0.736, -1.159, -0.273], [-0.160, 0.242, 0.078], [0.241, -0.287, -0.186], [0.459, -0.146, -0.137], [-0.073, -0.055, -0.003], [-0.334, -0.102, 0.263], [-0.316, 1.089, -0.091], [-0.396, -0.489, 0.247], [0.373, 0.352, 0.235], [-0.030, 1.299, -0.698], [-0.229, -1.822, -0.242], [1.083, 2.536, -1.208], [0.103, 0.388, 0.077], [0.109, 0.100, -0.068], [0.019, -0.028, 0.032], [0.005, -0.044, -0.032], [-0.028, -0.121, -0.010], [0.055, -0.106, -0.035], [0.026, -0.098, -0.022], [-0.019, -0.033, 0.010], [-0.084, -0.021, -0.018], [-0.095, 0.064, 0.047], [0.256, 1.995, -0.633], [0.722, -1.801, 2.451], [0.699, -1.333, 0.799], [-3.843, 1.339, -1.520], [0.193, -0.034, -0.098], [-0.246, -0.069, -0.041], [0.097, 0.061, 0.221], [0.324, -0.301, -0.167], [0.264, -0.702, -1.044], [0.031, 0.331, 0.353], [-0.352, 0.605, -0.191], [0.215, 0.067, 0.107], [-0.164, -0.159, -0.117], [0.176, 0.148, 0.011], [-0.199, -0.326, 0.698], [0.105, -0.056, 0.134], [-0.047, -0.054, -0.106], [-0.042, 0.012, -0.085], [-0.001, 0.016, -0.054], [0.011, 0.088, 0.102], [0.041, 0.067, 0.073], [-0.004, -0.087, -0.005], [-0.020, -0.089, 0.010], [0.100, 0.137, -0.014], [-0.052, -0.091, -0.049], [-0.066, 0.345, 0.157], [-0.002, 0.213, 0.026], [0.066, -0.196, -0.184], [-0.082, -0.566, 0.142], [-0.006, -0.160, -0.255], [-0.143, 0.325, 0.412], [0.376, -1.162, 1.266], [0.143, -0.139, -0.416], [-0.117, 0.245, 0.148], [0.030, -0.064, 0.017], [0.027, -0.048, -0.082], [-0.048, 0.034, 0.093], [0.020, -0.004, -0.011], [0.043, -0.019, -0.031], [0.051, -0.130, -0.087]], "fmax_ha_per_bohr": 0.084, "s2": 0.817, "multiplicity": 2, "charge": 1, "gap_ev": [6.2, 6.3], "e_above_lowest_ev": 5.104}